--- A ---
Molecular formula: C5H8O
Method: DFT, ωB97M-V with the def2-TZVPD basis set

```
14
Properties=species:S:1:pos:R:3
C -0.597 -2.652 -0.526
C -0.604 -1.205 -0.298
C -0.637 -0.010 -0.127
C -0.548 1.444 0.062
C 0.815 1.815 0.668
O 1.883 1.269 -0.066
H 0.030 -3.163 0.212
H -1.610 -3.062 -0.452
H -0.208 -2.888 -1.522
H -0.666 1.943 -0.908
H -1.353 1.800 0.716
H 0.947 2.901 0.651
H 0.841 1.488 1.719
H 1.708 0.318 -0.128
```

Computed properties:
SMILES ... CC#CCCO
Frontier orbital gap ... 10.56 eV
LUMO ... 0.90 eV
Multiplicity ... 1
E_HOMO ... -9.7 eV

---

--- B ---
Molecular formula: C5H8O
Method: DFT, ωB97M-V with the def2-TZVPD basis set

```
14
Properties=species:S:1:pos:R:3
O -1.294 1.889 -0.022
C -0.913 0.675 0.445
C -1.060 -0.594 -0.398
C 0.385 -0.997 -0.017
C 1.449 -0.559 -0.877
C 0.353 0.282 0.967
H -0.572 2.526 0.102
H -0.672 0.097 1.735
H -1.164 -0.312 -1.449
H -1.851 -1.293 -0.127
H 0.503 -1.931 0.530
H 1.261 -0.026 -1.803
H 2.476 -0.659 -0.544
H 1.098 0.901 1.455
```

Computed properties:
Frontier orbital gap (alpha / beta) ... 7.75 / 6.60 eV
LUMO (alpha / beta) ... 0.66 / 0.54 eV
Multiplicity ... 1
E_HOMO (alpha / beta) ... -7.1 / -6.1 eV

---

--- C ---
Molecular formula: C5H8O
Method: DFT, ωB97M-V with the def2-TZVPD basis set

```
14
Properties=species:S:1:pos:R:3
C 0.003 1.259 1.354
C 0.508 1.067 0.136
C 0.045 -0.029 -0.797
C -1.293 -0.679 -0.452
C 1.199 -0.965 -0.447
O 2.296 -0.926 -0.939
H 0.536 1.830 2.100
H -0.952 0.844 1.657
H 1.469 1.501 -0.142
H 0.104 0.270 -1.850
H -2.125 0.033 -0.412
H -1.538 -1.451 -1.188
H -1.230 -1.167 0.528
H 0.977 -1.588 0.451
```

Computed properties:
SMILES ... C=C[C@H](C)C=O
Frontier orbital gap ... 10.49 eV
LUMO ... 0.88 eV
Multiplicity ... 1
E_HOMO ... -9.6 eV

---

--- D ---
Molecular formula: C5H8O
Method: DFT, ωB97M-V with the def2-TZVPD basis set

```
14
Properties=species:S:1:pos:R:3
C -1.456 -0.994 -0.427
C -1.319 0.522 -0.554
C -0.210 -0.287 -0.010
C 0.783 -0.095 1.108
C 1.624 0.558 0.005
O 0.875 -0.131 -1.004
H -1.432 -1.623 -1.313
H -2.113 -1.389 0.357
H -1.981 1.214 -0.032
H -0.666 0.809 -1.408
H 1.217 -1.052 1.405
H 0.499 0.506 1.972
H 1.497 1.654 -0.037
H 2.682 0.308 -0.063
```

Computed properties:
Frontier orbital gap ... 10.46 eV
LUMO ... 1.18 eV
Multiplicity ... 1
E_HOMO ... -9.3 eV

---

The most stable of them is C.

---

--- A ---
Molecular formula: C5H8O
Method: DFT, ωB97M-V with the def2-TZVPD basis set

```
14
Properties=species:S:1:pos:R:3
C -1.453 0.700 0.110
C -0.138 0.014 0.062
C 1.081 0.470 0.853
C 1.134 0.279 -0.632
O 1.362 -1.038 -1.070
C 0.143 -1.434 -0.396
H -1.283 1.757 0.337
H -2.094 0.293 0.904
H -1.963 0.602 -0.849
H 1.141 1.515 1.151
H 1.029 -0.279 1.615
H 1.305 1.125 -1.290
H 0.344 -2.239 0.327
H -0.608 -1.764 -1.122
```

Computed properties:
Frontier orbital gap ... 10.32 eV
LUMO ... 1.02 eV
Multiplicity ... 1
E_HOMO ... -9.3 eV

---

--- B ---
Molecular formula: C5H8O
Method: DFT, ωB97M-V with the def2-TZVPD basis set

```
14
Properties=species:S:1:pos:R:3
C -0.692 2.462 -0.532
C -0.423 1.034 -0.285
C -0.748 -0.214 -0.232
C 0.667 0.108 0.170
H -1.715 2.641 -0.874
H -0.524 3.036 0.385
H 0.004 2.843 -1.285
H -1.419 -1.054 -0.350
H 1.487 -0.168 -0.502
H 0.952 0.063 1.228
C 0.610 -2.695 0.572
O -0.494 -3.007 0.201
H 1.477 -2.653 -0.116
H 0.819 -2.396 1.617
```

Computed properties:
SMILES ... CC1=CC1.C=O
Frontier orbital gap ... 10.18 eV
LUMO ... 1.02 eV
Multiplicity ... 1
E_HOMO ... -9.2 eV

---

The most stable of them is A.

---

--- A ---
Molecular formula: C5H8O
Method: DFT, ωB97M-V with the def2-TZVPD basis set

```
14
Properties=species:S:1:pos:R:3
O -1.212 -1.159 1.799
C -0.109 -0.661 1.806
C 0.505 -0.034 0.582
C 0.330 -0.837 -0.732
C -0.164 0.441 -1.442
C -0.344 1.102 -0.059
H 0.485 -0.641 2.740
H 1.540 0.267 0.774
H -0.465 -1.578 -0.613
H 1.226 -1.326 -1.124
H -1.063 0.343 -2.056
H 0.619 0.917 -2.039
H 0.029 2.121 0.071
H -1.378 1.046 0.293
```

Computed properties:
SMILES ... O=CC1CCC1
Frontier orbital gap ... 10.74 eV
LUMO ... 0.98 eV
Multiplicity ... 1
E_HOMO ... -9.8 eV

---

--- B ---
Molecular formula: C5H8O
Method: DFT, ωB97M-V with the def2-TZVPD basis set

```
14
Properties=species:S:1:pos:R:3
C 0.186 1.011 -0.631
C 0.631 -0.429 -0.941
C 0.221 -1.197 0.305
O 0.934 -0.683 1.461
C -0.903 -0.498 1.011
C -1.027 0.817 0.301
H -0.048 1.592 -1.529
H 0.978 1.537 -0.088
H 0.070 -0.839 -1.793
H 1.699 -0.519 -1.170
H 0.248 -2.291 0.246
H 0.202 -0.812 2.161
H -1.945 0.644 -0.293
H -1.247 1.666 0.960
```

Computed properties:
Frontier orbital gap ... 9.62 eV
LUMO ... 0.78 eV
Multiplicity ... 1
E_HOMO ... -8.8 eV

---

--- C ---
Molecular formula: C5H8O
Method: DFT, ωB97M-V with the def2-TZVPD basis set

```
14
Properties=species:S:1:pos:R:3
C 1.009 1.192 -1.716
C 1.219 0.676 -0.466
O 0.445 0.839 0.598
C -0.393 -0.222 0.846
C -0.822 -0.145 2.194
C -0.828 -1.166 -0.381
H 0.406 2.077 -1.913
H 1.687 0.865 -2.432
H 2.055 0.159 -0.340
H -0.391 0.724 2.731
H -1.403 -0.875 2.735
H -1.642 -1.851 0.040
H -1.300 -0.537 -1.176
H -0.042 -1.736 -0.718
```

Computed properties:
SMILES ... C=COC(=C)C
Frontier orbital gap ... 9.57 eV
LUMO ... 1.03 eV
Multiplicity ... 1
E_HOMO ... -8.5 eV

---

The most stable of them is A.

---

--- A ---
Molecular formula: C5H8O
Method: DFT, ωB97M-V with the def2-TZVPD basis set

```
14
Properties=species:S:1:pos:R:3
C 0.062 -1.422 0.586
C -1.031 -0.545 -0.057
C -0.548 0.900 -0.184
C 0.786 1.068 -0.969
C 0.734 1.149 0.497
O 1.333 1.313 1.525
H 0.710 -0.823 1.229
H -0.348 -2.183 1.248
H 0.707 -1.896 -0.160
H -1.943 -0.568 0.550
H -1.315 -0.935 -1.046
H -1.297 1.688 -0.254
H 0.995 2.032 -1.421
H 1.145 0.210 -1.537
```

Computed properties:
SMILES ... CC[C@@H]1CC1=O
Frontier orbital gap ... 10.05 eV
LUMO ... 0.93 eV
Multiplicity ... 1
E_HOMO ... -9.1 eV

---

--- B ---
Molecular formula: C5H8O
Method: DFT, ωB97M-V with the def2-TZVPD basis set

```
14
Properties=species:S:1:pos:R:3
C 1.191 -0.578 -0.363
C 0.068 -1.588 -0.361
C -1.275 0.873 -0.889
C -0.906 1.335 0.383
C 0.060 0.763 1.219
O 1.130 0.075 0.923
H 2.193 -1.009 -0.415
H 1.050 0.169 -1.161
H -0.150 -1.884 -1.392
H 0.267 -2.459 0.258
H -1.877 1.602 -1.456
H -1.309 2.231 0.877
H -0.772 -1.080 0.083
H 0.055 0.956 2.292
```

Computed properties:
Frontier orbital gap (alpha / beta) ... 7.31 / 7.31 eV
LUMO (alpha / beta) ... -0.35 / -0.35 eV
Multiplicity ... 1
E_HOMO (alpha / beta) ... -7.7 / -7.7 eV

---

The most stable of them is A.

---

--- A ---
Molecular formula: C5H8O
Method: DFT, ωB97M-V with the def2-TZVPD basis set

```
14
Properties=species:S:1:pos:R:3
C -0.371 1.525 -0.936
C -0.507 0.269 -0.065
C 0.375 -1.066 -0.427
C 0.771 -1.465 0.978
C -0.120 0.395 1.380
O -0.587 1.299 2.011
H -1.086 2.344 -0.757
H 0.636 1.950 -0.860
H -0.533 1.175 -1.954
H -1.588 0.032 0.045
H -0.260 -1.795 -0.955
H 1.250 -0.835 -1.061
H 0.223 -2.309 1.415
H 1.833 -1.491 1.243
```

Computed properties:
Frontier orbital gap ... 9.25 eV
LUMO ... 0.75 eV
Multiplicity ... 1
E_HOMO ... -8.5 eV

---

--- B ---
Molecular formula: C5H8O
Method: DFT, ωB97M-V with the def2-TZVPD basis set

```
14
Properties=species:S:1:pos:R:3
C 0.657 -0.881 1.045
C -0.637 -1.805 1.200
C -0.143 -0.213 -0.068
C 0.619 0.120 -1.490
C -0.941 1.010 0.461
O -1.087 -1.280 0.041
H 1.085 -0.348 1.970
H 1.493 -1.384 0.754
H 1.483 0.926 -1.476
H -0.281 0.585 -2.123
H 0.943 -0.754 -1.978
H -1.420 0.784 1.403
H -1.583 1.431 -0.420
H -0.190 1.808 0.682
```

Computed properties:
Frontier orbital gap ... 9.64 eV
LUMO ... 0.85 eV
Multiplicity ... 1
E_HOMO ... -8.8 eV

---

The most stable of them is A.

---

--- A ---
Molecular formula: C6H6O
Method: DFT, ωB97M-V with the def2-TZVPD basis set

```
13
Properties=species:S:1:pos:R:3
C -1.451 1.688 -0.929
C -1.108 0.546 -0.762
C -0.689 -0.837 -0.547
C 0.360 -0.976 0.572
O -0.241 -0.862 1.844
C 1.452 0.004 0.403
C 2.314 0.822 0.180
H -1.886 2.633 -1.138
H -1.567 -1.408 -0.233
H -0.322 -1.237 -1.495
H 0.779 -1.976 0.500
H -0.519 0.060 1.918
H 2.874 1.550 -0.318
```

Computed properties:
SMILES ... C#CC[C@H](O)C#C
Frontier orbital gap ... 11.10 eV
LUMO ... 0.91 eV
Multiplicity ... 1
E_HOMO ... -10.2 eV

---

--- B ---
Molecular formula: C6H6O
Method: DFT, ωB97M-V with the def2-TZVPD basis set

```
13
Properties=species:S:1:pos:R:3
C -2.399 -0.956 -0.930
C -1.351 -0.539 -0.510
C -0.098 -0.022 -0.014
C 1.197 -0.574 -0.492
C 0.633 -0.453 1.279
O 0.983 0.873 1.545
C 0.097 1.390 0.532
H -3.330 -1.333 -1.293
H 1.982 0.119 -0.790
H 1.125 -1.517 -1.029
H 1.582 -1.078 0.716
H -0.806 1.810 0.982
H 0.582 2.125 -0.119
```

Computed properties:
Frontier orbital gap ... 9.68 eV
LUMO ... 0.92 eV
Multiplicity ... 1
E_HOMO ... -8.8 eV

---

The most stable of them is A.